No. 1
Computed, not measured: a molecular structure, C39H47Ge2N4O2Tl, with ωB97M-V with the def2-TZVPD basis set.

Values from the calculation:
total charge: +1
HOMO-LUMO gap (alpha / beta): 4.16 / 6.07 eV
LUMO (alpha / beta): -3.2691 / -3.2686 eV
2S+1: 2
⟨S²⟩: 0.783

Geometry as XYZ:
```
95
Properties=species:S:1:pos:R:3:forces:R:3:mulliken_spin:R:1
Tl -0.09244 0.04643 0.83533 -0.5 -0.7 0.2 -0.0140
C 5.99626 3.60289 -1.78272 -0.1 0.0 0.1 0.0001
C 4.98247 2.59762 -1.30095 0.4 0.0 0.0 -0.0001
C 5.36254 1.48936 -0.58368 -0.1 0.0 0.0 0.0004
C 4.43966 0.52453 -0.12047 -0.2 0.3 -0.4 0.0019
C 4.96408 -0.52075 0.66523 -0.1 -0.5 0.2 -0.0002
N 4.48001 -1.70854 0.94126 0.3 0.3 -0.2 -0.0013
C 3.54135 -2.51349 0.16469 -0.5 -0.1 0.0 0.0236
C 2.35370 -3.01662 0.97946 0.1 0.0 -0.1 0.0475
C 1.68421 -4.22527 0.33500 0.1 -0.1 -0.2 0.0256
N 1.37804 -4.08561 -1.08225 0.2 0.4 0.2 0.1559
C 0.15779 -4.40970 -1.61654 -0.1 -0.2 -0.3 0.5195
C -1.11178 -4.03842 -1.08944 0.0 0.3 0.1 -0.0854
C -2.19986 -4.91412 -1.22937 0.3 0.2 0.1 0.2084
C -3.49483 -4.58653 -0.83492 -0.2 0.2 0.1 -0.0917
C -4.60900 -5.60095 -0.86247 0.0 0.1 -0.1 0.0005
C -3.72720 -3.28792 -0.43805 -0.1 -0.2 -0.2 0.2210
C -2.69305 -2.32770 -0.34176 0.5 -0.2 0.1 -0.0356
C -3.10375 -0.96603 -0.18927 0.0 0.0 0.0 -0.0096
N -2.38119 0.07584 0.02892 0.4 0.2 0.0 -0.0095
C -3.05267 1.37290 0.01890 -0.2 0.1 0.1 0.0028
C -2.05550 2.52013 0.04382 0.0 -0.2 -0.1 -0.0002
C -1.07138 2.47402 -1.13160 -0.2 0.1 0.0 0.0007
N 0.19150 1.84254 -0.75476 0.1 -0.3 0.1 0.0036
C 1.26680 2.32812 -1.24389 -0.3 0.1 0.0 -0.0006
C 2.63818 1.92683 -1.02293 0.4 0.1 -0.2 0.0000
C 3.61599 2.78220 -1.51935 -0.4 -0.3 0.2 0.0000
C 3.01841 0.73846 -0.31459 0.3 -0.1 0.3 0.0057
O 2.18909 -0.05199 0.19956 -0.2 -0.3 -0.1 -0.0015
C -1.32801 -2.71258 -0.52813 -0.7 -0.3 -0.1 0.0438
O -0.32484 -1.94031 -0.32301 0.6 0.7 0.3 0.0489
H 6.96836 3.13554 -1.93058 0.0 0.0 0.0 0.0000
H 6.11665 4.40030 -1.04627 0.0 0.0 0.0 0.0000
H 5.69106 4.06364 -2.72125 0.0 0.0 0.0 0.0000
H 6.41767 1.32125 -0.39138 0.0 0.0 0.0 0.0000
H 5.92935 -0.32930 1.12617 -0.1 0.1 0.1 -0.0001
H 4.98098 -2.22295 1.65348 0.0 0.0 0.0 -0.0003
H 4.10711 -3.37242 -0.21228 0.1 0.1 0.0 -0.0038
H 3.19676 -1.92499 -0.68036 0.0 -0.1 0.0 -0.0202
H 1.64159 -2.21208 1.07519 -0.1 0.2 0.1 -0.0088
H 2.68309 -3.30576 1.98364 0.0 0.0 0.0 -0.0003
H 0.75563 -4.44201 0.85847 0.0 0.0 0.0 -0.0196
H 2.34685 -5.09624 0.45161 -0.1 0.0 0.1 -0.0023
H 2.16858 -4.22442 -1.68626 -0.1 -0.2 -0.1 -0.0193
H 0.17180 -5.00014 -2.52714 0.0 -0.1 0.1 0.0156
H -1.99879 -5.89845 -1.63842 0.0 0.0 0.1 -0.0119
H -4.21028 -6.61402 -0.89310 0.0 0.0 0.0 -0.0009
H -5.25438 -5.46420 -1.73317 0.0 0.0 0.0 -0.0022
H -5.23353 -5.50675 0.02603 0.0 0.0 0.0 -0.0033
H -4.74325 -2.97767 -0.21004 0.0 0.0 0.0 0.0208
H -4.18165 -0.81440 -0.33049 0.0 0.0 0.1 -0.0030
H -3.72239 1.46401 0.88206 0.0 0.0 0.0 -0.0008
H -3.66816 1.46193 -0.88312 0.0 0.0 0.0 -0.0004
H -1.49555 2.50930 0.98536 0.0 0.1 0.0 0.0000
H -2.61454 3.45597 0.02337 0.0 0.0 0.0 0.0000
H -0.88883 3.48521 -1.50771 0.1 0.0 0.0 0.0000
H -1.50746 1.89298 -1.94989 0.0 0.0 0.0 -0.0007
H 1.16847 3.20394 -1.89495 0.0 0.0 0.0 0.0000
H 3.29138 3.65268 -2.08089 0.0 0.0 0.0 0.0000
C -1.42437 -2.24115 6.08912 0.0 0.1 -0.3 0.0000
Ge -1.51112 -1.93295 4.14104 0.2 0.0 0.0 -0.0014
C -0.91626 -3.48796 3.08973 0.0 0.2 0.1 -0.0010
C -3.31678 -1.44280 3.53023 0.2 0.1 0.1 0.0011
Ge 0.05427 -0.07280 3.54671 -0.1 0.3 -0.8 0.0012
C -0.58638 1.76542 3.88561 0.0 -0.4 0.1 0.0001
C -1.74106 1.93719 4.64718 0.1 -0.1 0.0 0.0003
C -2.27320 3.20215 4.85529 -0.1 0.0 0.0 0.0000
C -1.64496 4.31422 4.31579 0.0 0.0 0.0 0.0000
C -0.49216 4.15779 3.55784 0.0 0.0 0.0 0.0000
C 0.02363 2.89096 3.33247 0.0 0.0 0.0 -0.0005
C 1.99692 -0.30429 3.81179 -0.4 -0.1 0.0 0.0002
C 2.93319 0.64014 3.39727 0.0 0.0 0.0 0.0003
C 4.28799 0.42652 3.60269 0.0 0.0 0.0 -0.0001
C 4.72537 -0.74307 4.21152 0.0 0.0 0.0 0.0000
C 3.80288 -1.69751 4.61580 0.1 -0.1 0.0 0.0006
C 2.44642 -1.47762 4.41494 0.0 0.1 0.0 -0.0014
H -2.04157 -3.09903 6.35645 0.0 0.0 0.0 0.0000
H -1.79240 -1.36983 6.63051 0.0 0.0 0.0 0.0000
H -0.40245 -2.43906 6.41132 0.0 0.0 0.0 0.0000
H -1.58166 -4.33280 3.26957 0.0 0.0 0.0 -0.0003
H 0.10239 -3.78590 3.34040 0.0 0.0 0.0 0.0012
H -0.96193 -3.23618 2.02849 0.0 0.0 0.0 0.0008
H -4.01393 -2.22941 3.82146 0.0 0.0 0.0 -0.0008
H -3.32006 -1.36349 2.44368 0.0 0.0 0.0 0.0009
H -3.66557 -0.50233 3.95562 0.0 0.0 0.0 0.0002
H -2.22436 1.07323 5.09065 0.0 0.0 0.0 0.0001
H -3.17818 3.31989 5.43731 0.0 0.0 0.0 0.0000
H -2.05249 5.30229 4.48515 0.0 0.0 0.0 0.0000
H 0.00426 5.02437 3.13949 0.0 0.0 0.0 0.0000
H 0.90285 2.78381 2.70718 0.0 0.0 0.0 0.0000
H 2.61585 1.55605 2.91537 0.0 0.0 0.0 0.0003
H 5.00248 1.17983 3.29204 0.0 0.0 0.0 -0.0001
H 5.78244 -0.90666 4.38275 0.0 0.0 0.0 0.0000
H 4.13916 -2.60723 5.09741 0.0 0.0 0.0 0.0000
H 1.72908 -2.22350 4.74122 0.0 0.0 0.0 -0.0003
```
Positions in Å, forces in eV/Å.

No. 2
Computed, not measured: 8 unconnected molecules or ions with the total composition H16O8 at a distorted geometry, with ωB97M-V with the def2-TZVPD basis set.

Values from the calculation:
total charge: +1
HOMO-LUMO gap (alpha / beta): 11.08 / 3.22 eV
LUMO (alpha / beta): -3.7404 / -11.4221 eV
relative energy (zero: lowest compared OMol25 entry of this formula, charge and spin): 1.629 eV
2S+1: 2
⟨S²⟩: 0.756

Geometry as XYZ:
```
24
Properties=species:S:1:pos:R:3:forces:R:3:mulliken_spin:R:1
O 9.38473 21.81567 -17.84599 -1.3 1.0 0.5 0.3951
H 9.08807 21.96210 -18.74420 0.1 0.5 -0.7 -0.0155
H 10.00317 21.08816 -17.91311 1.2 -1.0 -0.1 -0.0121
O 8.39687 20.55975 -22.23050 0.3 0.7 -0.2 0.3022
H 8.74936 19.80524 -21.75859 0.2 -0.5 0.3 -0.0106
H 7.44702 20.46400 -22.16089 -0.7 -0.1 -0.2 -0.0095
O 5.48409 18.07405 -18.34093 0.5 0.4 0.0 0.0114
H 6.03598 17.30526 -18.48452 0.1 -0.4 0.1 -0.0007
H 4.71389 17.92225 -18.88864 -0.4 0.0 -0.2 -0.0005
O 8.59347 19.43561 -19.74786 -0.2 0.4 -0.2 0.0774
H 9.16482 19.75532 -19.04960 0.5 -0.2 0.4 -0.0031
H 7.72094 19.41762 -19.35467 -0.7 -0.4 0.2 -0.0003
O 10.44053 17.58519 -20.64654 0.3 -0.1 0.1 0.0075
H 9.69210 18.08962 -20.32773 -0.3 -0.1 0.1 -0.0011
H 10.91328 18.19156 -21.21668 0.3 0.0 -0.3 -0.0003
O 6.53331 21.44469 -17.95890 0.4 -0.6 -0.1 0.1653
H 6.99556 21.60450 -18.78171 0.1 0.2 -0.4 -0.0063
H 6.26019 22.31354 -17.66440 -0.2 0.5 0.4 -0.0051
O 11.19406 19.93917 -18.12516 -0.4 0.2 0.1 0.0072
H 11.39082 19.83190 -17.19457 0.3 -0.1 0.5 -0.0001
H 11.61607 19.19098 -18.54748 0.1 -0.4 -0.5 -0.0003
O 4.42135 20.60498 -19.69451 0.1 -0.2 -0.6 0.1098
H 5.15324 20.66131 -19.08018 0.1 -0.2 0.8 -0.0065
H 4.14731 21.51276 -19.82518 -0.4 0.3 -0.1 -0.0037
```
Positions in Å, forces in eV/Å.

Number 1: E_tot -168980.262 eV. Number 2: E_tot -16628.378 eV.